Entry w
The following is a quantum chemistry calculation of the molecule CBr2N2O, from OMol25.

Geometry as XYZ:
```
6
Properties=species:S:1:pos:R:3:lowdin_charge:R:1
O -2.4131 0.5809 -0.2360 0.046
N -1.5374 0.2169 0.4430 -0.108
N -0.4225 -0.4547 0.0019 -0.059
C 0.8216 -0.1810 -0.1266 -1.256
Br 1.4676 1.5165 -0.0350 0.756
Br 2.0839 -1.6786 -0.0473 0.621
```

Properties
HOMO-LUMO gap: 0.33799 Ha
SMILES: O=NN=C(Br)Br

***

Entry x
The following is a quantum chemistry calculation of a structure of composition CBr2N2O, from OMol25.

Geometry as XYZ:
```
6
Properties=species:S:1:pos:R:3:lowdin_charge:R:1
C -1.7515 -0.1126 -0.0868 -1.017
N 1.3626 0.6414 0.3461 0.215
N 1.6618 0.1962 -0.6054 -0.316
O 1.8217 -0.3173 -1.6261 0.107
Br -1.7181 1.3257 1.0818 0.545
Br -1.3765 -1.7334 0.8904 0.465
```

Properties
HOMO-LUMO gap: 0.29949 Ha

***

Calculated relative energies: entry w 0.0; entry x 119.0, given in kJ/mol

***

Entry w
The following is a quantum chemistry calculation of a cluster of 2 separate species, C2H10NS2 in total, from OMol25.

Geometry as XYZ:
```
15
Properties=species:S:1:pos:R:3:lowdin_charge:R:1
C 0.5651 2.2846 -2.4658 0.009
N 0.6922 1.4443 -1.1695 0.122
H 0.9474 1.7702 -3.4425 0.144
H 1.2917 3.0756 -2.2157 0.095
H -0.4455 2.7162 -2.5213 0.102
H 1.2800 0.6776 -1.3839 0.117
H 1.0042 2.0242 -0.3920 0.165
H -0.1833 0.9384 -1.0113 0.021
C -0.2468 0.2714 2.1926 -0.508
S 0.4053 -1.1002 1.2170 0.404
S -0.8864 -1.1711 -0.3973 0.382
H 0.5495 1.0819 2.4601 0.068
H -1.1811 0.6428 1.7399 0.021
H -0.6443 -0.1121 3.1800 0.050
H -1.6763 -1.9210 0.2975 -0.192
```

Properties
HOMO-LUMO gap: 0.34495 Ha
Charge: +1

***

Entry x
The following is a quantum chemistry calculation of a cluster of 2 separate species, C2H10NS2 in total, from OMol25.

Geometry as XYZ:
```
15
Properties=species:S:1:pos:R:3:lowdin_charge:R:1
C 3.0925 2.1803 1.7695 0.001
N 2.0332 1.6868 0.8060 0.141
H 4.0010 1.5836 1.5525 0.112
H 3.3651 3.1328 1.2950 0.106
H 2.9109 2.1809 2.8440 0.111
H 2.1034 2.1486 -0.0987 0.171
H 1.0454 1.8710 1.0700 0.183
H 1.9640 0.6611 0.8080 0.175
C -2.8072 -2.6611 -2.4194 -0.472
S -3.2238 -1.1599 -1.5196 0.329
S -2.6812 -1.3190 0.3976 0.217
H -1.7848 -2.5713 -2.7736 0.021
H -3.4946 -2.8432 -3.2348 0.033
H -2.7676 -3.5359 -1.7545 0.041
H -3.7563 -1.3548 1.2579 -0.168
```

Properties
HOMO-LUMO gap: 0.25739 Ha
Charge: +1

***

Entry y
The following is a quantum chemistry calculation of a cluster of 2 separate species, C2H10NS2 in total, from OMol25.

Geometry as XYZ:
```
15
Properties=species:S:1:pos:R:3:lowdin_charge:R:1
C -0.9419 0.7974 1.7502 -0.451
S -1.6462 1.3104 0.1620 0.409
S -0.1360 2.4071 -0.7276 0.343
H -0.6212 -0.2365 1.7279 0.004
H -1.7287 0.8922 2.4880 0.036
H -0.1069 1.4335 2.0484 0.042
H -0.2304 3.5348 -0.0136 -0.158
C 0.5115 -1.8258 -0.4430 -0.017
N 0.8434 -0.7303 -1.4015 0.138
H 0.9580 -1.5973 0.5152 0.098
H -0.5681 -1.8746 -0.3386 0.099
H 0.8900 -2.7599 -0.8362 0.105
H 1.8514 -0.6085 -1.5029 0.173
H 0.4591 0.1785 -1.0977 0.004
H 0.4661 -0.9211 -2.3306 0.175
```

Properties
HOMO-LUMO gap: 0.34477 Ha
Charge: +1

***

Calculated relative energies: entry w 78.4; entry x 102.5; entry y 0.0, given in kJ/mol

***

Entry w
The following is a quantum chemistry calculation of a cluster of 2 separate species, C5H6N2 in total, from OMol25.

Geometry as XYZ:
```
13
Properties=species:S:1:pos:R:3:lowdin_charge:R:1
N 1.9372 1.3340 1.5940 0.149
C 1.8179 0.9155 0.5173 -0.202
C 1.7401 0.4136 -0.8501 -0.264
C 0.5644 -0.2165 -1.4285 -0.117
N 0.6583 0.9832 -1.7651 0.176
H 2.7138 0.2253 -1.3012 0.120
H -0.0431 -1.1028 -1.5698 0.112
C -1.9064 -0.8583 0.4479 -0.099
C -1.2059 0.0323 1.1510 -0.098
H -2.4835 -0.6419 -0.4609 0.059
H -1.8827 -1.8996 0.7604 0.049
H -0.7026 -0.2628 2.0760 0.059
H -1.1077 1.0751 0.8446 0.057
```

Properties
HOMO-LUMO gap: 0.40666 Ha
SMILES: N#C[C@H]1C=N1.C=C

***

Entry x
The following is a quantum chemistry calculation of the molecule C5H6N2, from OMol25.

Geometry as XYZ:
```
13
Properties=species:S:1:pos:R:3:lowdin_charge:R:1
H -0.5998 2.1244 2.3770 0.036
N -1.2817 1.7908 1.7281 0.168
C -0.8531 0.8973 0.8772 -0.419
C -1.6448 0.2684 -0.1375 -0.060
C -0.8352 -0.2960 -1.0283 -0.004
C 0.4395 -0.2955 -0.2773 -0.363
C 1.6660 -1.0730 -0.4227 -0.063
N 0.5890 0.7741 0.5291 0.129
H -2.7857 0.0128 -0.1444 0.154
H -1.0393 -0.6480 -2.0313 0.113
H 2.4387 -0.1514 -0.4215 0.130
H 1.9665 -1.6555 0.3951 0.040
H 1.9399 -1.7483 -1.4436 0.139
```

Properties
HOMO-LUMO gap: 0.31737 Ha
SMILES: [H]/N=C1/C=CC(C)=N1

***

Calculated relative energies: entry w 10.8; entry x 0.0, given in kJ/mol

***

Entry w
The following is a quantum chemistry calculation of the molecule C5H6N2, from OMol25.

Geometry as XYZ:
```
13
Properties=species:S:1:pos:R:3:lowdin_charge:R:1
C 2.8948 -0.8609 0.2088 0.092
C 1.9118 -0.2525 -0.2948 -0.049
C 0.6028 0.4629 -0.4151 -0.501
C 0.0591 1.4579 0.4149 -0.062
N -0.5973 0.0949 0.1260 -0.155
N -1.7994 -0.1015 -0.4356 -0.067
C -2.4901 -0.8589 0.2281 -0.098
H 3.8205 -1.5145 0.3137 0.052
H 0.4105 0.5838 -1.5178 0.147
H 0.5997 1.0974 1.5371 0.186
H -0.1480 2.6353 -0.0999 0.189
H -2.2084 -1.1078 1.4035 0.128
H -3.5678 -1.3387 -0.3211 0.138
```

Properties
HOMO-LUMO gap: 0.35603 Ha
SMILES: C#C[C@@H]1CN1N=C

***

Entry x
The following is a quantum chemistry calculation of a structure of composition C5H6N2, from OMol25.

Geometry as XYZ:
```
13
Properties=species:S:1:pos:R:3:lowdin_charge:R:1
N -1.3209 0.8103 -2.5587 0.160
C -1.0902 0.2541 -1.5713 -0.168
C -0.7449 -0.4582 -0.3364 -0.314
C 0.6843 -1.0123 -0.2028 -0.146
C 0.8959 -0.2693 1.1393 -0.056
C 0.5826 1.1466 0.8089 -0.197
N -0.7166 0.4556 0.8600 -0.009
H -1.5025 -1.2247 -0.1563 0.149
H 1.3774 -0.6956 -0.9883 0.115
H 0.7120 -2.0998 -0.1212 0.102
H -0.3485 -0.3037 1.7062 0.134
H 0.8252 1.5360 -0.1788 0.119
H 0.6709 1.8857 1.6017 0.111
```

Properties
HOMO-LUMO gap: 0.35963 Ha

***

Entry y
The following is a quantum chemistry calculation of the molecule C5H6N2, from OMol25.

Geometry as XYZ:
```
13
Properties=species:S:1:pos:R:3:lowdin_charge:R:1
N 1.9273 -0.1698 1.8745 0.159
C 1.3772 0.0137 0.8679 -0.247
C 1.0668 0.3825 -0.5318 -0.187
C -0.0791 -0.4822 -0.9781 -0.275
C -0.4593 -1.2492 0.2311 0.036
C -0.9930 1.1858 0.3223 0.014
N -0.2433 0.9312 -0.7848 -0.087
H 1.8890 0.7087 -1.1617 0.146
H -0.1168 -0.8614 -1.9993 0.144
H -1.4635 -1.3210 0.6034 0.049
H 0.1074 -2.1838 0.3415 0.079
H -2.0459 0.9211 0.2818 0.081
H -0.7234 2.0772 0.8947 0.087
```

Properties
HOMO-LUMO gap (spin up / spin down): 0.32734 / 0.27652 Ha

***

Entry z
The following is a quantum chemistry calculation of the molecule C5H6N2, from OMol25.

Geometry as XYZ:
```
13
Properties=species:S:1:pos:R:3:lowdin_charge:R:1
C -1.5388 1.2826 -0.5923 -0.030
C -0.0968 0.9265 -0.0331 -0.181
C 0.2558 -0.1736 0.7882 -0.157
C 0.6735 -1.3339 1.3794 -0.117
N 1.3653 -2.0045 0.4496 0.042
C 1.3168 -1.3403 -0.6957 -0.150
N 0.6023 -0.2314 -0.4889 0.069
H -2.1657 0.3489 -0.7948 0.099
H -1.3312 1.9428 -1.4627 0.077
H -2.1430 1.8261 0.1295 0.062
H 0.2917 1.7967 0.3518 0.104
H 0.7775 -1.5053 2.4239 0.089
H 1.9925 -1.5348 -1.4548 0.092
```

Properties
HOMO-LUMO gap: 0.35255 Ha
SMILES: C[C@H]1c2cncn21

***

Calculated relative energies: entry w 433.0; entry x 88.1; entry y 142.3; entry z 0.0, given in kJ/mol

***

Entry w
The following is a quantum chemistry calculation of a structure of composition C5H6N2, from OMol25.

Geometry as XYZ:
```
13
Properties=species:S:1:pos:R:3:lowdin_charge:R:1
N 2.4959 -0.9328 1.4290 0.159
C 1.6424 -0.2723 1.0147 -0.165
C 0.5838 0.5710 0.4493 -0.317
C 0.3365 0.5175 -1.0675 -0.146
C -1.1756 0.2619 -0.8501 -0.057
C -1.1988 -0.9489 0.0129 -0.197
N -0.7931 0.1593 0.8925 -0.010
H 0.7476 1.5936 0.7971 0.150
H 0.8423 -0.3021 -1.5878 0.115
H 0.5694 1.4561 -1.5721 0.102
H -1.4538 0.9561 0.2914 0.135
H -0.4298 -1.7093 -0.1124 0.120
H -2.1669 -1.3500 0.3031 0.111
```

Properties
HOMO-LUMO gap: 0.36055 Ha

***

Entry x
The following is a quantum chemistry calculation of a structure of composition C5H6N2, from OMol25.

Geometry as XYZ:
```
13
Properties=species:S:1:pos:R:3:lowdin_charge:R:1
C -1.3770 -0.5989 -0.1190 -0.135
C -1.0733 0.8137 0.4471 -0.063
C 0.2643 0.5747 -0.1694 -0.462
N 1.4939 1.2522 -0.6530 0.161
C 2.1213 0.1604 -0.3932 -0.082
C 0.9634 -0.6855 0.0901 -0.160
N -0.1059 -0.6166 -0.9580 0.070
H -2.2552 -0.6553 -0.7625 0.109
H -1.4119 -1.3998 0.6260 0.107
H -1.6536 1.5921 -0.0533 0.110
H -1.0668 0.9783 1.5274 0.106
H 3.1914 -0.0133 -0.4825 0.105
H 0.9092 -1.4020 0.9005 0.134
```

Properties
HOMO-LUMO gap: 0.36371 Ha

***

Entry y
The following is a quantum chemistry calculation of the molecule C5H6N2, from OMol25.

Geometry as XYZ:
```
13
Properties=species:S:1:pos:R:3:lowdin_charge:R:1
C -2.3198 0.1071 0.1044 -0.110
C -0.8289 0.2041 -0.2842 -0.153
C 0.1221 1.2878 0.0151 -0.136
N 1.3919 1.1050 0.0164 0.063
C 1.6889 -0.2401 -0.0077 -0.180
N 0.9392 -1.3262 0.1124 0.064
C -0.3305 -1.1865 -0.0803 -0.114
H -2.9831 0.9628 -0.2757 0.079
H -2.9919 -0.6766 -0.1492 0.045
H -2.2564 0.3573 1.2875 0.130
H 0.2059 2.3910 -0.1303 0.125
H 2.6625 -0.4502 0.1667 0.067
H -0.9451 -2.0703 -0.2844 0.120
```

Properties
HOMO-LUMO gap: 0.35081 Ha
SMILES: Cc1cncnc1

***

Calculated relative energies: entry w 197.2; entry x 125.5; entry y 0.0, given in kJ/mol